(1)
A cluster of 2 separate species, C4H7BO2 in total in a non-equilibrium geometry. Source: OMol25; level of theory: the ωB97M-V functional and the def2-TZVPD basis.

Computed properties:
E_tot, eV: -9032.2982
Relative energy (zero: lowest compared OMol25 entry of this formula, charge and spin), kJ/mol: 194.4
Kohn-Sham gap, eV: 9.94
SMILES: C=CC=O.CB=O

Last column: Mulliken charge in e.
Atoms and positions in Å:
C  1.441  -0.053  -1.555  -0.638
C  1.331  0.023  -0.213  -0.304
C  1.329  1.306  0.484  -0.007
O  1.208  2.345  -0.104  -0.463
H  1.176  -0.705  -2.314  0.345
H  1.702  0.928  -2.009  0.201
H  1.050  -0.824  0.316  0.506
H  1.282  1.240  1.590  0.346
C  -1.642  -1.223  0.534  -0.890
B  -1.943  0.281  0.731  0.495
O  -2.037  1.475  0.950  -0.555
H  -1.385  -1.518  -0.530  0.282
H  -2.558  -1.779  0.867  0.316
H  -0.955  -1.497  1.252  0.366

---

(2)
A cluster of 18 separate species, C45H49Cl68NO6S in total in a non-equilibrium geometry. Source: OMol25; level of theory: the ωB97M-V functional and the def2-TZVPD basis.

Computed properties:
E_tot, eV: -923583.4602
Kohn-Sham gap, eV: 6.46

Last column: Mulliken charge in e.
Atoms and positions in Å:
C  -7.660  6.449  -0.051  -0.390
C  -7.000  6.383  -1.425  0.622
C  -6.134  7.560  -1.861  -0.866
C  -7.178  5.295  -2.293  -0.979
C  -6.376  3.995  -2.232  -0.483
C  -5.583  3.835  -3.564  -1.086
C  -4.140  3.336  -3.310  0.746
C  -3.288  4.457  -2.612  -1.173
C  -3.461  2.970  -4.661  -1.445
C  -2.555  1.720  -4.470  -0.764
C  -1.056  2.106  -4.490  -0.099
N  -0.720  2.517  -5.838  -0.506
O  -0.363  0.925  -4.059  -0.387
C  1.062  1.103  -3.973  1.703
C  1.695  0.059  -4.905  -0.947
O  3.010  -0.347  -4.572  -0.507
C  3.132  -0.925  -3.274  1.422
C  2.145  -2.059  -2.965  -1.084
C  2.416  -2.618  -1.556  0.623
C  1.473  -3.800  -1.200  -0.804
C  2.285  -4.684  -0.203  -0.569
S  1.244  -5.620  0.893  1.241
O  0.772  -4.851  1.999  -0.530
O  0.243  -6.297  0.145  -0.619
O  2.208  -6.786  1.526  -0.336
C  4.565  -1.518  -3.193  -2.083
C  5.298  -0.944  -1.945  1.836
C  5.874  0.425  -2.332  -1.876
O  6.269  -1.935  -1.601  -0.274
C  7.294  -1.475  -0.754  -1.806
C  6.809  -0.842  0.541  1.236
C  7.659  0.070  1.153  -0.812
C  7.314  0.701  2.331  -0.235
C  6.091  0.427  2.916  -1.213
C  5.242  -0.495  2.346  -1.762
C  5.605  -1.125  1.172  0.406
H  -8.542  5.808  -0.006  0.368
H  -6.939  6.206  0.755  0.278
H  -8.005  7.478  0.118  -0.257
H  -6.127  8.302  -1.049  0.277
H  -6.545  7.986  -2.795  0.157
H  -5.116  7.189  -2.008  0.162
H  -7.918  5.391  -3.102  0.347
H  -5.715  4.034  -1.359  0.373
H  -7.058  3.131  -2.144  0.425
H  -5.595  4.757  -4.162  0.333
H  -6.087  3.035  -4.125  0.447
H  -4.228  2.487  -2.624  0.399
H  -2.307  4.561  -3.086  0.513
H  -3.126  4.127  -1.575  0.247
H  -3.815  5.417  -2.588  -0.092
H  -4.222  2.713  -5.411  0.444
H  -2.870  3.802  -5.058  0.564
H  -2.682  0.998  -5.288  0.346
H  -2.727  1.219  -3.510  0.443
H  -0.854  2.897  -3.752  0.333
H  -0.562  1.719  -6.441  0.263
H  0.064  3.158  -5.842  0.303
H  1.316  0.978  -2.912  -1.435
H  1.313  2.134  -4.255  0.435
H  0.996  -0.780  -5.046  0.329
H  1.771  0.528  -5.898  0.408
H  3.070  -0.140  -2.503  -0.177
H  1.120  -1.648  -2.915  0.369
H  2.153  -2.829  -3.747  0.236
H  2.262  -1.844  -0.789  -0.557
H  3.438  -3.009  -1.457  0.184
H  0.555  -3.456  -0.712  0.464
H  1.271  -4.432  -2.070  0.384
H  2.928  -4.033  0.407  0.240
H  2.950  -5.346  -0.768  0.244
H  3.007  -6.374  1.898  0.247
H  5.153  -1.209  -4.069  0.378
H  4.570  -2.614  -3.190  0.428
H  4.508  -0.869  -1.179  -0.189
H  5.123  0.976  -2.911  0.414
H  6.843  0.365  -2.834  0.335
H  6.013  1.012  -1.407  0.384
H  7.877  -2.364  -0.470  0.643
H  8.019  -0.810  -1.251  0.390
H  8.640  0.279  0.676  0.456
H  8.018  1.410  2.760  0.419
H  5.808  0.949  3.830  0.467
H  4.304  -0.682  2.841  0.923
H  4.902  -1.834  0.743  1.210
C  0.278  -10.296  0.214  0.264
Cl  1.954  -10.838  0.036  -0.115
Cl  -0.260  -9.537  -1.289  -0.097
Cl  -0.752  -11.689  0.570  -0.098
Cl  0.182  -9.120  1.531  0.041
C  -1.094  -5.314  5.634  0.232
Cl  -0.885  -3.580  5.340  -0.121
Cl  -0.282  -6.218  4.359  0.059
Cl  -0.388  -5.729  7.204  -0.110
Cl  -2.816  -5.726  5.635  -0.077
C  6.608  -5.378  1.372  0.091
Cl  8.268  -5.800  0.931  -0.136
Cl  6.420  -3.614  1.356  0.068
Cl  5.487  -6.105  0.201  -0.094
Cl  6.248  -5.999  2.982  0.016
C  -3.145  -11.835  4.281  0.281
Cl  -4.475  -12.527  3.341  -0.103
Cl  -1.941  -13.089  4.610  -0.109
Cl  -2.395  -10.527  3.365  0.030
Cl  -3.772  -11.205  5.811  -0.103
C  5.810  -8.628  6.437  0.264
Cl  5.758  -10.126  7.374  -0.108
Cl  6.825  -8.859  5.010  -0.015
Cl  4.173  -8.189  5.932  -0.043
Cl  6.486  -7.332  7.434  -0.088
C  -5.766  -2.739  5.736  0.238
Cl  -5.992  -1.311  6.757  -0.107
Cl  -6.260  -4.186  6.629  -0.108
Cl  -6.748  -2.587  4.275  -0.008
Cl  -4.068  -2.885  5.282  0.005
C  -7.834  -2.390  0.321  0.278
Cl  -8.897  -3.777  0.577  -0.038
Cl  -8.513  -0.968  1.126  -0.098
Cl  -6.248  -2.759  1.004  -0.046
Cl  -7.676  -2.068  -1.411  -0.104
C  9.153  -12.153  4.179  0.335
Cl  7.783  -13.141  3.659  -0.095
Cl  9.332  -10.772  3.086  -0.088
Cl  8.868  -11.568  5.821  -0.066
Cl  10.629  -13.125  4.145  -0.102
C  -9.533  10.433  0.860  0.329
Cl  -9.327  9.240  2.150  -0.122
Cl  -8.572  9.958  -0.545  -0.096
Cl  -11.238  10.519  0.404  -0.089
Cl  -8.994  12.018  1.429  -0.067
C  -11.379  13.018  4.381  0.329
Cl  -12.695  12.194  3.535  -0.077
Cl  -10.098  11.855  4.750  -0.071
Cl  -10.736  14.308  3.354  -0.090
Cl  -11.991  13.716  5.885  -0.104
C  11.023  3.164  0.677  0.221
Cl  9.777  1.902  0.773  -0.083
Cl  10.495  4.575  1.602  -0.058
Cl  12.537  2.543  1.346  -0.080
Cl  11.265  3.619  -1.016  -0.110
C  -8.667  12.584  -4.171  0.282
Cl  -6.979  12.264  -4.591  -0.103
Cl  -9.111  14.209  -4.711  -0.099
Cl  -9.705  11.394  -4.965  -0.069
Cl  -8.870  12.460  -2.420  -0.014
C  1.237  0.653  0.957  0.293
Cl  0.077  -0.683  0.952  -0.084
Cl  0.593  1.995  1.909  -0.121
Cl  2.769  0.101  1.666  -0.129
Cl  1.524  1.191  -0.703  -0.189
C  13.718  6.993  1.858  0.318
Cl  13.223  5.913  0.551  -0.029
Cl  13.885  6.064  3.354  -0.094
Cl  15.266  7.745  1.454  -0.102
Cl  12.491  8.249  2.078  -0.099
C  -8.503  9.228  -8.062  0.274
Cl  -8.436  10.952  -8.452  -0.072
Cl  -7.647  8.310  -9.307  -0.107
Cl  -7.742  8.948  -6.493  -0.017
Cl  -10.192  8.704  -7.999  -0.093
C  8.001  -3.109  5.570  0.133
Cl  7.882  -1.916  6.874  -0.118
Cl  7.318  -4.644  6.126  0.006
Cl  7.109  -2.523  4.159  0.098
Cl  9.700  -3.340  5.135  -0.115
C  -7.991  -7.683  1.905  0.303
Cl  -7.509  -6.793  3.355  -0.039
Cl  -9.672  -7.293  1.508  -0.102
Cl  -6.946  -7.221  0.556  -0.072
Cl  -7.842  -9.420  2.200  -0.096

---

(3)
A cluster of 2 separate species, C11H13N2P in total in a non-equilibrium geometry. Source: OMol25; level of theory: the ωB97M-V functional and the def2-TZVPD basis.

Computed properties:
E_tot, eV: -23881.7707
Relative energy (zero: lowest compared OMol25 entry of this formula, charge and spin), kJ/mol: 331.9
Kohn-Sham gap, eV: 7.27

Last column: Mulliken charge in e.
Atoms and positions in Å:
C  3.634  -1.312  -0.965  -0.365
C  4.329  -0.600  0.005  -0.377
C  2.345  -1.019  -1.025  -0.572
C  3.681  0.380  0.766  -0.162
C  1.726  -0.034  -0.231  0.538
C  0.307  0.277  -0.380  0.457
C  -2.343  -2.111  0.223  -0.176
C  -0.187  1.509  0.289  -0.466
C  -1.610  1.953  -0.091  -0.830
C  -2.526  0.759  -0.041  -0.746
C  -1.841  -0.240  -1.004  -0.543
N  2.415  0.654  0.695  -0.396
N  -0.512  -0.442  -1.052  -0.549
P  -0.935  -2.787  0.601  -0.185
H  4.113  -2.091  -1.639  0.351
H  5.441  -0.788  0.005  0.272
H  1.747  -1.386  -1.828  0.416
H  4.209  0.973  1.536  0.382
H  -3.437  -2.002  0.443  0.371
H  0.038  1.381  1.341  0.362
H  0.522  2.336  -0.097  0.269
H  -1.891  2.618  0.720  0.321
H  -1.664  2.355  -1.072  0.386
H  -2.755  0.505  0.995  0.341
H  -3.568  0.758  -0.506  0.339
H  -2.279  -0.545  -1.966  0.532
H  -1.527  -3.792  1.482  0.029

---

(4)
A structure of composition C42H42N2O4P2PbSi2. Source: OMol25; level of theory: the ωB97M-V functional and the def2-TZVPD basis.

Computed properties:
E_tot, eV: -94990.9418
Charge: -2
Relative energy (zero: lowest compared OMol25 entry of this formula, charge and spin), kJ/mol: 41.2
Kohn-Sham gap, eV: 5.17

Last column: Mulliken charge in e.
Atoms and positions in Å:
Pb  0.113  -0.033  -0.744  1.684
O  -3.069  -2.086  2.812  -0.871
C  -2.386  -1.384  2.034  -0.408
O  -1.148  -1.237  1.982  -0.444
C  -3.228  -0.641  0.954  0.154
C  -4.617  -0.717  1.006  -0.321
C  -5.366  -0.066  0.035  -0.593
C  -4.718  0.647  -0.961  -1.003
C  -3.328  0.673  -0.946  0.223
N  -2.622  0.048  -0.011  1.277
C  -2.575  1.445  -2.037  -0.026
O  -3.243  2.256  -2.689  -0.783
O  -1.337  1.196  -2.198  -0.551
H  -5.061  -1.296  1.803  0.528
H  -6.450  -0.114  0.056  0.361
H  -5.240  1.184  -1.741  0.543
C  1.644  2.946  3.088  -1.357
N  1.088  1.917  2.216  0.646
P  1.880  0.408  2.021  0.102
C  3.544  0.930  1.450  0.870
C  3.727  2.056  0.654  -0.056
C  4.971  2.356  0.111  -0.518
C  6.056  1.526  0.351  -0.546
C  5.882  0.383  1.124  -0.638
C  4.638  0.087  1.659  -0.883
C  2.219  -0.088  3.770  -0.219
C  3.267  0.315  4.594  -0.027
C  3.355  -0.144  5.902  -0.632
C  2.391  -1.011  6.403  -0.424
C  1.341  -1.419  5.591  -0.615
C  1.258  -0.968  4.280  -0.657
P  -0.612  1.901  1.854  0.696
C  -1.283  2.527  3.462  0.060
C  -1.525  1.532  4.412  -0.234
C  -2.057  1.843  5.654  -0.854
C  -2.387  3.159  5.959  -0.473
C  -2.171  4.155  5.015  -0.666
C  -1.621  3.839  3.778  -0.256
C  -0.803  3.368  0.777  0.723
C  0.254  3.924  0.068  -0.282
C  0.026  4.856  -0.939  -0.562
C  -1.268  5.236  -1.254  -0.507
C  -2.336  4.683  -0.557  -0.737
C  -2.105  3.755  0.444  -0.548
H  2.729  2.996  2.976  0.503
H  1.414  2.759  4.142  0.206
H  1.230  3.921  2.815  0.442
H  2.881  2.699  0.447  -0.155
H  5.084  3.234  -0.514  0.386
H  7.025  1.755  -0.076  0.339
H  6.715  -0.288  1.297  0.357
H  4.513  -0.817  2.247  0.488
H  4.023  0.996  4.216  0.355
H  4.176  0.179  6.533  0.388
H  2.461  -1.370  7.424  0.354
H  0.588  -2.100  5.971  0.460
H  0.442  -1.295  3.633  0.506
H  -1.312  0.499  4.155  0.293
H  -2.236  1.055  6.375  0.434
H  -2.822  3.404  6.921  0.343
H  -2.430  5.183  5.241  0.387
H  -1.447  4.628  3.053  0.323
H  1.262  3.596  0.284  -0.336
H  0.862  5.251  -1.502  0.372
H  -1.451  5.926  -2.068  0.340
H  -3.352  4.939  -0.830  0.326
H  -2.947  3.289  0.947  0.442
C  3.816  -0.738  -2.332  -0.973
Si  2.045  -0.159  -2.751  0.226
C  2.364  1.394  -3.806  -1.348
C  1.523  -1.536  -3.991  0.683
C  2.198  -1.695  -5.210  -0.501
C  1.915  -2.741  -6.076  -0.651
C  0.942  -3.671  -5.727  -0.696
C  0.260  -3.525  -4.528  -0.476
C  0.518  -2.463  -3.650  0.342
Si  -0.576  -2.279  -2.075  0.699
C  -2.314  -2.150  -2.805  -1.222
C  -0.551  -3.968  -1.229  -1.254
H  4.405  -0.824  -3.256  0.357
H  3.814  -1.716  -1.840  0.280
H  4.324  -0.032  -1.667  0.016
H  2.994  1.178  -4.679  0.325
H  2.878  2.149  -3.199  0.277
H  1.422  1.829  -4.152  0.294
H  2.974  -0.986  -5.487  0.173
H  2.451  -2.835  -7.016  0.347
H  0.713  -4.500  -6.390  0.352
H  -0.504  -4.256  -4.272  0.197
H  -2.462  -2.938  -3.551  0.520
H  -2.456  -1.182  -3.294  0.225
H  -3.082  -2.252  -2.030  0.217
H  -0.926  -4.740  -1.911  0.291
H  -1.189  -3.951  -0.340  0.271
H  0.457  -4.248  -0.909  0.303

---

(5)
An isolated molecule of C3H6N2OS in a non-equilibrium geometry. Source: OMol25; level of theory: the ωB97M-V functional and the def2-TZVPD basis.

Computed properties:
E_tot, eV: -19069.2882
Relative energy (zero: lowest compared OMol25 entry of this formula, charge and spin), kJ/mol: 277.7
Kohn-Sham gap, eV: 8.93
SMILES: CO/C=N/NC=S

Last column: Mulliken charge in e.
Atoms and positions in Å:
C  -1.854  -1.415  0.061  -0.572
O  -2.024  0.009  -0.193  -0.352
C  -0.903  0.753  -0.147  0.154
N  0.160  0.195  0.137  -0.304
N  1.290  1.053  0.094  -0.123
C  2.541  0.533  -0.046  -0.202
S  2.927  -1.046  -0.088  -0.296
H  -2.799  -1.863  -0.264  0.240
H  -0.961  -1.801  -0.464  0.287
H  -1.716  -1.578  1.138  0.268
H  -1.121  1.819  -0.349  0.335
H  1.185  2.023  0.293  0.256
H  3.274  1.319  -0.171  0.308